[1]
{"formula": "C17H20N4O5", "method": "ωB97M-V/def2-TZVPD", "species": ["H", "O", "C", "N", "H", "O", "C", "H", "H", "H", "H", "C", "C", "H", "C", "C", "C", "H", "H", "O", "C", "N", "C", "H", "H", "C", "O", "H", "C", "C", "H", "C", "C", "C", "H", "O", "C", "H", "N", "N", "H", "H", "C", "H", "H", "H"], "positions_angstrom": [[4.400, -0.593, -2.703], [-3.289, 0.341, -0.462], [2.877, 0.769, 0.448], [1.949, 0.139, -4.481], [3.053, 1.362, -0.461], [1.365, -2.114, -0.953], [1.307, -0.399, -3.364], [-0.493, -1.413, -3.781], [-4.296, -1.467, 0.750], [-1.825, 0.989, 2.227], [-2.816, 3.057, 0.854], [2.242, -0.599, -2.400], [2.118, -1.151, -1.060], [-4.773, -3.475, 2.023], [-2.322, 2.428, 0.152], [1.481, 1.006, 1.030], [-3.984, -2.839, 2.345], [1.380, 0.395, 1.923], [4.096, -0.896, -0.085], [-0.799, 2.839, 2.485], [-3.203, -3.154, 3.444], [-1.940, -1.151, 3.167], [-0.149, -0.522, -3.278], [-0.494, -0.655, -2.252], [3.606, 1.081, 1.219], [-0.259, 2.703, 1.394], [-0.917, 2.638, 0.183], [1.756, 2.865, 2.167], [3.042, -0.696, 0.111], [-2.733, 0.976, 0.394], [-2.676, 2.722, -0.848], [3.283, 0.207, -4.208], [1.242, 2.496, 1.282], [-2.200, -2.284, 3.878], [1.634, 0.055, -5.460], [4.169, 0.303, -5.054], [-2.701, -0.837, 2.115], [-1.606, -2.525, 4.805], [3.497, -0.148, -2.923], [-2.389, 0.427, 1.613], [0.711, 0.673, 0.311], [1.607, 3.084, 0.444], [-3.714, -1.657, 1.657], [2.759, -1.302, 0.994], [-0.603, 0.367, -3.667], [-3.392, -4.044, 4.026]], "forces_ev_per_a": [[-0.9, 0.6, -0.2], [-0.7, -0.2, -0.7], [-0.2, 0.3, 0.3], [-1.0, -0.1, 0.1], [-0.1, 0.1, 0.3], [0.1, 0.9, 0.7], [0.5, 0.0, 0.6], [-0.2, -0.2, -0.5], [0.4, 0.4, 0.5], [0.1, 0.1, 0.3], [-0.3, 0.6, 0.8], [0.8, 0.9, -0.6], [0.2, -1.7, 0.4], [-0.4, -0.4, -0.2], [-0.3, -0.1, -0.4], [0.2, 0.3, -1.0], [1.2, 1.1, 0.2], [-0.2, 0.1, 0.2], [0.0, -0.2, -0.4], [0.0, -0.3, -1.8], [0.1, -0.1, 0.9], [-0.1, -0.8, 1.3], [-0.3, -0.4, 0.7], [0.2, 0.1, 0.0], [-0.1, -0.2, -0.5], [-0.4, 0.4, 1.4], [1.2, -0.2, 0.9], [-0.3, -0.1, 0.2], [-0.6, -0.5, 0.0], [0.7, -0.6, 0.6], [0.3, -0.3, 0.3], [2.5, -1.0, -2.7], [-0.7, 0.2, -0.4], [-0.1, 0.6, -1.1], [0.3, 0.3, 1.1], [-0.4, 0.7, 0.3], [0.6, -0.4, 0.8], [-0.5, 0.6, -1.3], [-0.4, -0.4, 1.5], [-0.1, 0.9, -0.9], [0.3, -0.1, 0.2], [0.1, -0.1, -0.3], [-1.0, -0.8, -0.9], [0.1, 0.1, -0.6], [-0.5, 0.4, -0.4], [-0.1, -0.1, 0.0]], "orbital_gap_ev": 8.851, "homo_energy_ev": -8.4, "smiles": "Cc1[nH]c(=O)[nH]c1C(=O)CCCCC(=O)OCC(=O)Nc1ccccn1", "relative_energy_kj_mol": 165.8}


[2]
{"formula": "C27H49MoN4S4", "method": "ωB97M-V/def2-TZVPD", "species": ["H", "C", "C", "H", "H", "C", "H", "H", "H", "H", "N", "H", "C", "C", "C", "H", "H", "H", "S", "H", "S", "C", "H", "H", "H", "H", "C", "H", "H", "H", "H", "S", "H", "N", "C", "C", "H", "H", "C", "C", "C", "H", "C", "H", "C", "C", "C", "H", "S", "H", "H", "H", "H", "H", "N", "H", "H", "H", "C", "C", "H", "C", "C", "H", "H", "C", "N", "C", "C", "Mo", "C", "H", "H", "H", "H", "H", "C", "H", "H", "H", "H", "H", "H", "C", "H"], "positions_angstrom": [[-0.264, 0.359, -4.013], [-1.823, 1.134, -1.975], [-4.259, -0.662, -3.174], [-2.361, 2.978, -4.851], [-2.111, -0.231, 2.888], [-2.557, -0.445, -0.459], [0.750, 4.907, 4.551], [1.935, -0.521, -3.544], [2.272, -2.965, 1.413], [-5.131, 0.528, 0.780], [1.467, 3.537, 1.695], [-2.110, -3.097, -2.017], [1.956, -2.306, 2.221], [0.849, 2.574, 1.215], [1.984, -2.100, -2.065], [4.280, -0.298, 1.420], [-2.550, -2.147, -4.795], [-0.097, 3.631, 3.782], [1.915, -0.589, 1.610], [-0.145, 1.871, -4.908], [2.064, 0.643, -1.504], [-2.610, 2.174, -4.160], [-0.681, 3.977, -3.564], [3.356, 1.595, 0.192], [0.368, -2.119, 3.676], [2.571, 5.950, 3.482], [-0.210, 1.441, -3.908], [-3.071, 2.538, 3.168], [-5.182, 1.732, 2.073], [-3.718, 0.238, 3.444], [-2.797, 1.285, -4.754], [-0.808, -2.273, 1.662], [-1.929, 2.781, -0.499], [2.477, 5.269, 2.744], [3.489, -0.498, 0.697], [1.516, 4.359, 2.747], [-3.526, 2.461, -3.642], [-1.501, 2.203, 2.420], [0.206, -3.640, -0.590], [-2.059, -1.388, -4.187], [-2.562, 2.359, 2.221], [0.700, 1.714, -3.377], [-4.641, 1.415, 1.181], [-3.492, -3.258, -3.079], [-0.834, -3.679, 0.512], [-2.847, -1.220, -2.881], [-1.438, 2.010, -3.174], [-3.065, -1.314, -0.072], [0.224, -2.083, -1.563], [-0.695, -4.584, 1.105], [-2.689, 3.251, 1.605], [-1.846, -3.696, 0.111], [-1.945, 3.973, -2.350], [-4.702, 2.214, 0.440], [0.672, 4.279, 3.766], [-0.296, 3.425, -1.935], [2.075, -2.860, -2.842], [2.573, -2.408, -1.205], [-3.133, -0.035, 2.566], [-2.501, 0.787, 0.249], [4.359, 0.642, -0.910], [-3.052, -2.633, -2.304], [2.431, -0.760, -2.604], [2.695, -2.354, 3.020], [-3.562, -0.953, 2.165], [0.584, -2.675, 2.764], [0.362, 1.661, 0.648], [-1.070, 3.429, -2.707], [-2.275, -0.239, -1.853], [-0.322, 0.136, -0.405], [-1.992, 1.722, -0.682], [3.689, -1.462, 0.233], [3.507, -0.762, -2.781], [-1.045, -1.736, -3.994], [-3.745, -2.653, -1.463], [1.208, -3.781, -0.192], [-3.177, 1.118, 1.563], [-4.239, 0.373, -3.501], [3.110, 5.337, 1.965], [0.003, -4.430, -1.315], [0.534, -3.739, 2.991], [-2.023, -0.482, -4.783], [-4.894, -0.728, -2.289], [3.449, 0.632, -0.311], [-4.709, -1.260, -3.966]], "forces_ev_per_a": [[0.1, 0.0, 0.0], [0.0, 0.1, 0.0], [0.0, 0.1, 0.1], [0.0, 0.0, 0.0], [0.0, 0.0, 0.1], [-0.5, 0.4, -0.1], [0.0, 0.0, 0.0], [0.0, 0.0, 0.0], [0.0, 0.0, 0.0], [0.0, 0.0, 0.0], [0.4, 0.0, -0.4], [0.0, -0.1, 0.0], [0.1, 0.3, -0.1], [-0.3, 0.0, 0.2], [-0.1, 0.0, 0.1], [0.1, 0.0, -0.1], [0.0, 0.0, 0.0], [0.0, -0.1, -0.1], [0.0, -0.3, -0.2], [0.0, 0.0, 0.0], [-0.1, -0.1, -0.2], [0.0, 0.0, 0.1], [0.0, 0.0, 0.0], [0.1, 0.0, 0.0], [0.0, -0.1, 0.0], [0.0, 0.0, 0.0], [-0.2, 0.0, 0.0], [0.0, 0.1, 0.0], [0.0, 0.0, 0.0], [0.0, 0.0, 0.0], [-0.1, 0.0, 0.0], [-0.1, -0.2, -0.1], [0.4, 0.0, 0.1], [-0.1, 0.1, 0.1], [-0.2, -0.1, 0.3], [0.0, -0.1, 0.0], [0.0, 0.0, 0.0], [0.0, 0.0, 0.0], [-0.1, 0.0, 0.0], [-0.1, 0.1, 0.1], [-0.1, 0.0, -0.2], [0.0, 0.0, 0.0], [0.1, 0.0, 0.0], [0.0, 0.0, 0.0], [0.0, 0.4, 0.2], [0.3, -0.4, -0.2], [0.3, 0.0, -0.2], [0.3, -0.2, 0.1], [0.3, -0.1, -0.2], [-0.1, -0.1, -0.1], [0.0, 0.0, 0.0], [0.0, -0.1, 0.0], [0.0, 0.0, 0.1], [0.0, 0.0, 0.0], [-0.1, 0.1, 0.2], [0.0, 0.0, 0.0], [0.0, 0.0, 0.0], [0.0, 0.0, 0.0], [-0.1, 0.1, -0.1], [-0.1, -0.2, -0.2], [0.0, 0.1, 0.0], [0.0, 0.1, 0.1], [-0.1, 0.2, 0.1], [0.0, -0.1, 0.0], [0.0, 0.0, 0.0], [-0.2, 0.2, -0.3], [0.4, 1.2, 0.7], [0.0, -0.1, 0.0], [-0.3, 0.2, 0.2], [0.3, -1.2, -0.1], [-0.4, -0.1, -0.2], [0.0, 0.0, 0.0], [0.0, 0.0, -0.1], [0.0, 0.0, -0.1], [0.0, 0.0, 0.0], [0.0, 0.0, 0.0], [0.2, 0.0, 0.2], [0.0, 0.0, 0.0], [0.0, -0.1, -0.1], [0.1, 0.0, 0.0], [0.0, 0.0, 0.1], [0.0, 0.0, 0.0], [0.0, 0.0, 0.0], [-0.4, -0.1, 0.1], [0.0, 0.0, 0.0]], "spin_multiplicity": 3, "orbital_gap_ev": [7.243, 6.993], "homo_energy_ev": [-16.5, -16.9], "charge": 3}


[3]
{"formula": "C10H16", "method": "ωB97M-V/def2-TZVPD", "species": ["C", "H", "C", "H", "C", "C", "H", "H", "H", "H", "H", "H", "C", "H", "C", "H", "H", "H", "H", "C", "C", "H", "H", "C", "C", "H"], "positions_angstrom": [[-0.625, 1.125, -0.777], [-0.155, -0.064, 1.036], [-0.408, -3.607, -1.200], [-0.380, -4.333, -0.371], [-0.245, 2.066, 1.441], [-1.021, 2.305, -1.329], [-1.391, -3.314, -1.549], [-1.240, 4.354, -0.993], [-0.039, -2.259, 0.541], [-0.285, -1.477, -1.133], [-0.571, 0.285, -1.492], [0.589, 2.985, 3.382], [-0.675, 3.309, 0.877], [2.084, -3.664, -0.689], [-1.067, 3.334, -0.502], [-0.327, 1.430, 3.448], [2.436, -2.126, -0.221], [0.132, -4.060, -2.177], [1.782, -2.288, -1.938], [0.377, 2.003, 2.819], [-0.340, 1.012, 0.631], [1.373, 1.464, 2.901], [-1.383, 2.330, -2.483], [1.741, -2.646, -0.894], [0.238, -2.359, -0.629], [-0.599, 4.193, 1.299]], "forces_ev_per_a": [[0.0, -1.8, 0.9], [0.0, 2.1, -0.8], [0.3, -0.9, -1.4], [-0.5, -0.3, -0.8], [0.2, 4.1, 0.8], [-1.0, -2.2, -4.0], [-0.6, -0.7, 0.3], [-0.1, -1.3, 1.1], [0.7, -0.3, -2.6], [1.7, -1.0, 0.7], [0.0, 0.2, 1.0], [-0.7, -1.2, -1.3], [-0.1, -5.0, -4.0], [-0.8, -0.2, -0.7], [0.2, 5.4, 2.1], [0.4, 0.2, 0.1], [-0.2, 0.8, -0.5], [-1.0, 1.1, 2.4], [1.1, -0.7, 0.4], [0.5, 0.0, 1.7], [0.2, -4.7, -2.7], [-1.2, 0.4, -0.6], [1.2, 0.2, 3.0], [-0.1, 2.0, 0.6], [-0.5, -0.2, 1.8], [0.3, 3.9, 2.5]], "orbital_gap_ev": 9.922, "homo_energy_ev": -9.0, "smiles": "Cc1ccccc1.CCC", "relative_energy_kj_mol": 267.7}